# 1
{
  "formula": "C2",
  "method": "the ωB97M-V functional and the def2-TZVPD basis",
  "symbols": ["C", "C"],
  "positions_angstrom": [[0.000, 0.000, 0.677], [0.000, 0.000, -0.677]],
  "mulliken_charge": [0.0000, 0.0000],
  "e_homo_ev": -11.181,
  "total_energy_ha": -75.8645,
  "e_above_lowest_kj_mol": 34.12,
  "homo_lumo_gap_ha": 0.2363
}


# 2
{
  "formula": "C2",
  "method": "the ωB97M-V functional and the def2-TZVPD basis",
  "symbols": ["C", "C"],
  "positions_angstrom": [[0.000, 0.000, 1.164], [0.000, 0.000, -1.164]],
  "mulliken_charge": [0.0000, 0.0000],
  "e_homo_ev": -8.534,
  "total_energy_ha": -75.6669,
  "e_above_lowest_kj_mol": 552.92,
  "homo_lumo_gap_ha": 0.2269
}


# 3
{
  "formula": "C20H10Cl2F5MnN3OS3",
  "method": "the ωB97M-V functional and the def2-TZVPD basis",
  "symbols": ["Mn", "N", "C", "S", "N", "N", "C", "C", "C", "C", "C", "C", "C", "O", "H", "H", "H", "H", "H", "H", "H", "Cl", "C", "C", "C", "C", "C", "Cl", "C", "S", "H", "H", "H", "F", "C", "C", "F", "C", "F", "C", "S", "C", "F", "C", "F"],
  "positions_angstrom": [[-0.229, -0.538, -0.452], [-2.684, 0.516, -4.388], [-2.104, 0.439, -3.089], [-1.604, -1.134, -2.606], [-2.018, 1.547, -2.404], [-1.268, 1.449, -1.258], [-1.186, 2.625, -0.717], [-0.492, 2.947, 0.498], [-0.755, 4.251, 1.060], [-0.169, 4.654, 2.262], [0.750, 3.744, 2.817], [1.066, 2.530, 2.291], [0.382, 2.076, 1.162], [0.722, 0.887, 0.777], [-3.173, -0.388, -4.790], [-3.332, 1.249, -4.473], [-1.646, 3.424, -1.292], [-1.421, 4.917, 0.585], [-0.361, 5.612, 2.724], [1.328, 4.110, 3.615], [1.829, 1.806, 2.612], [-0.178, -3.986, 2.059], [-0.640, -2.855, 3.307], [-0.288, -3.208, 4.579], [-0.548, -2.335, 5.640], [-1.074, -1.088, 5.380], [-1.391, -0.745, 4.070], [-1.922, 0.893, 3.924], [-1.224, -1.605, 2.976], [-1.787, -1.281, 1.305], [0.270, -4.164, 4.781], [-0.259, -2.698, 6.611], [-1.184, -0.326, 6.119], [2.652, -1.694, -6.533], [2.529, -1.788, -5.196], [2.703, -3.024, -4.546], [2.967, -4.104, -5.294], [2.458, -3.136, -3.240], [2.420, -4.375, -2.787], [1.961, -2.083, -2.399], [1.631, -2.301, -0.714], [1.844, -0.824, -3.082], [1.426, 0.310, -2.442], [2.083, -0.745, -4.448], [1.913, 0.440, -5.003]],
  "mulliken_charge": [0.7701, -0.5721, 0.3740, -0.5080, -1.1225, 0.9784, -0.7158, 0.1915, -0.6725, -0.9318, -0.2640, -0.4282, 0.9681, -0.7370, 0.2404, 0.2466, 0.2319, 0.3905, 0.3922, 0.3963, 0.3048, -0.2112, 0.5913, -0.6705, -0.2913, -0.8198, 0.6678, -0.2225, -0.4059, -0.4059, 0.2722, 0.3197, 0.4022, -0.3347, 0.3847, 0.3527, -0.3258, 0.0507, -0.3027, 0.3764, -0.4759, -0.1370, -0.2393, 0.2403, -0.3484],
  "e_homo_ev": [-1.543, -1.734],
  "charge": -2,
  "total_energy_ha": -4773.0493,
  "e_above_lowest_kj_mol": 52.78,
  "homo_lumo_gap_ha": [0.2302, 0.2372],
  "multiplicity": 6
}


# 4
{
  "formula": "C20H11Cl2F5NO4S3Sc",
  "method": "the ωB97M-V functional and the def2-TZVPD basis",
  "symbols": ["Sc", "S", "C", "S", "S", "C", "C", "N", "O", "H", "H", "H", "H", "H", "F", "C", "C", "C", "F", "C", "F", "C", "F", "C", "F", "Cl", "C", "Cl", "C", "O", "O", "H", "C", "C", "C", "C", "C", "C", "C", "C", "H", "H", "H", "H", "H", "O", "C"],
  "positions_angstrom": [[0.892, -0.194, 1.944], [2.204, -3.221, 5.315], [1.718, -2.111, 4.186], [0.216, -2.263, 3.303], [2.647, -0.708, 3.752], [-0.757, -2.704, -0.484], [-1.280, -1.748, 0.536], [-2.336, -2.097, 1.275], [-0.753, -0.637, 0.703], [-1.511, -3.421, -0.803], [0.088, -3.225, -0.027], [-0.385, -2.138, -1.334], [-2.624, -3.058, 1.305], [-2.536, -1.511, 2.075], [-2.018, 0.474, 3.338], [-1.286, 1.617, 3.465], [-0.003, 1.672, 2.967], [0.624, 2.888, 3.131], [1.887, 3.067, 2.680], [0.041, 3.979, 3.753], [0.693, 5.149, 3.897], [-1.246, 3.861, 4.244], [-1.834, 4.902, 4.861], [-1.923, 2.666, 4.101], [-3.178, 2.556, 4.578], [4.752, -2.343, -0.481], [4.410, -0.785, 0.286], [5.164, 0.541, -0.617], [2.911, -0.551, 0.503], [2.146, -1.533, 0.561], [2.539, 0.622, 0.775], [4.858, -0.804, 1.277], [-1.489, 1.459, -1.822], [-0.834, 1.126, -2.893], [-0.786, 0.343, -4.020], [-1.570, 0.652, -5.181], [-1.467, -0.091, -6.335], [-0.606, -1.188, -6.440], [0.165, -1.506, -5.319], [0.097, -0.779, -4.152], [-2.246, 1.498, -5.137], [-2.085, 0.187, -7.185], [-0.534, -1.761, -7.355], [0.853, -2.345, -5.364], [0.750, -1.027, -3.324], [-2.457, 2.464, 0.214], [-1.909, 2.024, -0.753]],
  "mulliken_charge": [-0.5080, -0.3888, 0.3228, -0.3810, -0.4121, -0.8284, 0.6809, -0.2985, -0.2137, 0.5048, 0.1911, -0.0119, 0.2130, 0.2436, -0.2946, 0.5532, -0.1200, 0.9978, -0.3491, -0.2372, -0.3271, 0.8799, -0.3480, -0.3926, -0.3330, -0.1882, 0.2886, -0.1828, 0.7840, -0.5268, -0.5410, 0.1878, -0.1935, -0.6036, 0.7107, -0.5931, -0.1980, -0.6571, -0.3878, -0.5814, 0.3564, 0.3174, 0.3351, 0.3433, 0.4886, -0.6361, 0.3341],
  "e_homo_ev": -0.265,
  "charge": -2,
  "total_energy_ha": -4499.5924,
  "e_above_lowest_kj_mol": 20.37,
  "homo_lumo_gap_ha": 0.1665
}


# 5
{
  "formula": "C20H11ClF6N3O8PSV",
  "method": "the ωB97M-V functional and the def2-TZVPD basis",
  "symbols": ["V", "O", "C", "O", "C", "C", "Cl", "N", "N", "C", "C", "O", "O", "C", "C", "C", "C", "C", "C", "H", "H", "H", "H", "H", "H", "O", "C", "O", "C", "C", "C", "C", "O", "C", "O", "C", "C", "H", "H", "H", "H", "H", "S", "C", "N", "F", "P", "F", "F", "F", "F", "F"],
  "positions_angstrom": [[-0.550, -0.212, 0.537], [-2.773, 3.927, 3.542], [-1.799, 4.441, 2.809], [-1.407, 5.565, 2.957], [-1.198, 3.565, 1.755], [-0.144, 3.913, 0.914], [0.771, 5.326, 0.908], [0.108, 2.889, 0.072], [-0.723, 1.854, 0.354], [-1.507, 2.275, 1.356], [-2.435, 1.239, 1.887], [-3.273, 1.409, 2.733], [-2.239, 0.091, 1.252], [0.909, 2.909, -1.122], [0.833, 4.009, -1.967], [1.579, 4.015, -3.133], [2.377, 2.929, -3.463], [2.422, 1.827, -2.625], [1.686, 1.817, -1.451], [-3.002, 2.996, 3.320], [0.186, 4.842, -1.736], [1.522, 4.870, -3.793], [2.955, 2.939, -4.377], [3.034, 0.970, -2.874], [1.731, 0.967, -0.795], [1.292, -3.080, -0.449], [1.814, -2.073, -0.075], [1.000, -0.968, 0.150], [3.249, -1.883, 0.198], [3.844, -0.636, 0.314], [5.209, -0.507, 0.564], [5.923, -1.671, 0.712], [7.246, -1.815, 0.972], [7.483, -3.220, 1.101], [6.267, -3.895, 0.794], [5.326, -2.923, 0.605], [3.995, -3.068, 0.342], [3.249, 0.259, 0.247], [5.680, 0.460, 0.662], [7.776, -3.440, 2.130], [8.255, -3.520, 0.392], [3.524, -4.035, 0.246], [-2.785, -1.157, -3.395], [-1.957, -0.817, -2.100], [-1.322, -0.552, -1.129], [-0.028, -0.072, 2.450], [1.413, 0.663, 3.314], [2.198, -0.641, 2.850], [0.886, -0.092, 4.596], [1.739, 1.346, 1.879], [0.432, 1.887, 3.620], [2.656, 1.318, 4.013]],
  "mulliken_charge": [0.5607, -0.5433, 0.3924, -0.5615, 0.0532, 0.1904, -0.0942, 0.7083, -0.3075, 0.4144, 1.0678, -0.6758, -0.7393, 0.3186, -0.5005, -0.7458, -0.6120, -0.7552, 1.5042, 0.4149, 0.5294, 0.3898, 0.4097, 0.5103, -1.0181, -0.5605, 0.0849, 0.4941, 0.7187, -0.3264, -1.5585, 0.9472, -0.5015, -0.2426, -0.5034, 1.0099, -1.5525, 0.6705, 0.4809, 0.2659, 0.2515, 0.5180, -0.3594, 0.6000, -0.7501, -0.3142, 1.3285, -0.3352, -0.3648, -0.2686, -0.2849, -0.3580],
  "e_homo_ev": [-8.906, -8.912],
  "total_energy_ha": -4278.1768,
  "e_above_lowest_kj_mol": 121.12,
  "homo_lumo_gap_ha": [0.2098, 0.2289],
  "multiplicity": 2
}


# 6
{
  "formula": "C20H12AuN7O2",
  "method": "the ωB97M-V functional and the def2-TZVPD basis",
  "symbols": ["Au", "O", "C", "N", "C", "C", "C", "C", "C", "C", "N", "C", "O", "C", "C", "C", "C", "C", "N", "C", "C", "C", "C", "C", "N", "H", "H", "H", "H", "H", "H", "H", "H", "H", "H", "H", "H", "N", "C", "N", "C", "N"],
  "positions_angstrom": [[0.093, 0.242, 0.405], [-2.678, -2.707, 0.108], [-1.925, -1.846, -0.298], [-0.705, -1.568, 0.277], [0.064, -2.549, 0.957], [-0.249, -3.903, 1.016], [0.639, -4.782, 1.620], [1.830, -4.332, 2.165], [2.159, -2.986, 2.104], [1.272, -2.108, 1.498], [1.506, -0.722, 1.331], [2.407, 0.043, 2.000], [3.234, -0.339, 2.799], [2.312, 1.505, 1.616], [3.157, 2.449, 2.152], [3.046, 3.763, 1.715], [2.123, 4.080, 0.732], [1.306, 3.081, 0.238], [1.388, 1.832, 0.695], [-2.261, -1.093, -1.562], [-3.594, -0.993, -1.933], [-3.896, -0.352, -3.122], [-2.858, 0.136, -3.899], [-1.556, -0.041, -3.453], [-1.254, -0.640, -2.305], [-1.178, -4.261, 0.604], [0.389, -5.834, 1.663], [2.510, -5.027, 2.640], [3.081, -2.616, 2.524], [3.875, 2.131, 2.894], [3.683, 4.532, 2.132], [2.007, 5.084, 0.348], [0.592, 3.278, -0.544], [-4.355, -1.409, -1.289], [-4.924, -0.239, -3.440], [-3.045, 0.642, -4.836], [-0.720, 0.317, -4.042], [-0.928, 5.558, -1.323], [-1.416, 4.518, -1.456], [-1.988, 3.333, -1.654], [-1.679, 2.376, -0.883], [-1.466, 1.448, -0.195]],
  "mulliken_charge": [1.3319, -0.6147, 0.0880, -0.2585, 0.4763, -0.3715, -0.7087, -0.6320, -0.6797, 0.4499, -0.2758, 0.4443, -0.7026, 0.4289, -0.4857, -0.2289, -0.7403, 0.0037, -0.3787, 0.5893, -0.5859, -0.4046, -0.3827, -0.3826, -0.3190, 0.4623, 0.3811, 0.3817, 0.4368, 0.4671, 0.4420, 0.4674, 0.2086, 0.4494, 0.4241, 0.3923, 0.3938, -0.5422, 0.5988, -0.6680, 0.6854, -0.6411],
  "e_homo_ev": -8.174,
  "total_energy_ha": -1438.7970,
  "e_above_lowest_kj_mol": 0.00,
  "homo_lumo_gap_ha": 0.2502
}